Computed, not measured: a 12-piece molecular cluster, C64H60F12N8O24 overall, with ωB97M-V/def2-TZVPD.

E_HOMO in eV: -9.57
Largest force on an atom in eV/A: 4.3
SMILES string: O=[N+]([O-])c1ccccc1.O=[N+]([O-])c1ccccc1.O=[N+]([O-])c1ccccc1.O=[N+]([O-])c1ccccc1.O=[N+]([O-])c1ccccc1.O=[N+]([O-])c1ccccc1.O=[N+]([O-])c1ccccc1.O=[N+]([O-])c1ccccc1.CCOC(=O)C(F)(F)F.CCOC(=O)C(F)(F)F.CCOC(=O)C(F)(F)F.CCOC(=O)C(F)(F)F
Electronic energy in a.u.: -5916.2470
Orbital gap in eV: 8.3
LUMO level in eV: -1.32

Atoms and positions in Å:
O (5.498, 2.531, 2.281)
N (6.218, 1.597, 2.018)
O (6.919, 1.012, 2.819)
C (6.325, 1.123, 0.626)
C (5.830, 1.936, -0.360)
C (5.909, 1.466, -1.663)
C (6.361, 0.186, -1.889)
C (6.678, -0.673, -0.826)
C (6.733, -0.223, 0.453)
H (5.483, 2.911, 0.010)
H (5.639, 2.053, -2.553)
H (6.409, -0.279, -2.886)
H (6.941, -1.708, -0.992)
H (6.941, -0.776, 1.359)
O (-3.813, -3.881, -1.244)
N (-3.624, -5.041, -1.084)
O (-4.362, -5.904, -1.423)
C (-2.360, -5.482, -0.370)
C (-1.495, -4.488, 0.071)
C (-0.358, -4.922, 0.680)
C (-0.014, -6.256, 0.668)
C (-0.932, -7.225, 0.207)
C (-2.156, -6.824, -0.294)
H (-1.703, -3.434, -0.194)
H (0.399, -4.303, 1.102)
H (0.948, -6.543, 1.011)
H (-0.618, -8.283, 0.144)
H (-2.908, -7.544, -0.645)
O (0.371, 0.555, -4.277)
N (-0.442, 0.654, -5.191)
O (-1.327, -0.122, -5.402)
C (-0.281, 1.749, -6.147)
C (0.826, 2.542, -5.949)
C (0.891, 3.684, -6.746)
C (-0.107, 3.957, -7.677)
C (-1.282, 3.132, -7.782)
C (-1.312, 1.962, -7.051)
H (1.585, 2.300, -5.198)
H (1.662, 4.412, -6.481)
H (-0.114, 4.894, -8.195)
H (-2.046, 3.402, -8.469)
H (-2.185, 1.336, -7.028)
O (-4.703, -5.623, 2.264)
N (-5.051, -4.464, 2.216)
O (-6.060, -4.008, 1.774)
C (-4.009, -3.513, 2.659)
C (-2.968, -3.986, 3.367)
C (-2.003, -3.108, 3.837)
C (-2.038, -1.785, 3.457)
C (-3.093, -1.344, 2.675)
C (-4.111, -2.169, 2.357)
H (-2.842, -4.999, 3.690)
H (-1.210, -3.492, 4.413)
H (-1.328, -1.020, 3.810)
H (-3.221, -0.298, 2.451)
H (-4.944, -1.855, 1.751)
O (-3.171, 6.288, 3.375)
N (-2.215, 5.557, 3.571)
O (-1.049, 5.841, 3.300)
C (-2.461, 4.237, 4.099)
C (-1.460, 3.312, 4.010)
C (-1.685, 2.105, 4.673)
C (-2.953, 1.734, 5.195)
C (-4.009, 2.664, 5.149)
C (-3.716, 3.928, 4.632)
H (-0.566, 3.441, 3.428)
H (-0.832, 1.420, 4.706)
H (-3.071, 0.796, 5.723)
H (-4.945, 2.405, 5.595)
H (-4.271, 4.831, 4.565)
O (4.005, 0.030, 3.317)
N (3.112, 0.635, 3.950)
O (2.083, 1.020, 3.444)
C (3.325, 0.778, 5.373)
C (4.626, 0.790, 5.843)
C (4.804, 0.823, 7.212)
C (3.741, 1.024, 8.081)
C (2.426, 1.051, 7.566)
C (2.240, 0.895, 6.209)
H (5.487, 0.572, 5.244)
H (5.841, 0.703, 7.516)
H (3.874, 1.072, 9.153)
H (1.631, 1.103, 8.301)
H (1.255, 0.833, 5.810)
O (-2.827, -7.652, -4.067)
N (-1.732, -7.281, -3.728)
O (-0.926, -7.893, -3.038)
C (-1.311, -5.869, -4.061)
C (-2.096, -5.263, -5.017)
C (-1.798, -3.982, -5.396)
C (-0.669, -3.349, -4.850)
C (0.128, -3.996, -3.936)
C (-0.268, -5.230, -3.474)
H (-2.878, -5.890, -5.393)
H (-2.369, -3.407, -6.113)
H (-0.539, -2.302, -5.104)
H (1.099, -3.569, -3.637)
H (0.337, -5.717, -2.749)
O (0.876, 6.632, -2.112)
N (1.431, 5.590, -2.123)
O (1.683, 4.886, -3.096)
C (1.707, 4.989, -0.843)
C (1.455, 5.829, 0.254)
C (1.695, 5.342, 1.525)
C (2.261, 4.113, 1.681)
C (2.619, 3.304, 0.603)
C (2.246, 3.740, -0.678)
H (1.156, 6.839, 0.194)
H (1.445, 5.878, 2.393)
H (2.519, 3.877, 2.724)
H (3.124, 2.341, 0.730)
H (2.359, 3.240, -1.619)
C (-3.674, -0.810, -3.777)
C (-3.148, -0.924, -2.390)
O (-3.549, 0.309, -1.721)
C (-4.646, 0.345, -1.028)
O (-5.340, -0.525, -0.695)
C (-4.825, 1.635, -0.351)
F (-5.063, 2.625, -1.245)
F (-5.890, 1.725, 0.517)
F (-3.726, 1.944, 0.382)
H (-3.250, -1.648, -4.331)
H (-3.333, 0.093, -4.288)
H (-4.741, -0.988, -3.889)
H (-2.046, -0.858, -2.445)
H (-3.413, -1.821, -1.834)
C (-2.892, 5.768, 0.238)
C (-3.198, 5.744, -1.168)
O (-2.444, 4.622, -1.751)
C (-2.661, 4.324, -2.991)
O (-3.286, 5.011, -3.782)
C (-1.949, 2.945, -3.327)
F (-0.735, 3.226, -3.771)
F (-1.788, 2.221, -2.173)
F (-2.540, 2.181, -4.240)
H (-3.158, 4.860, 0.663)
H (-3.471, 6.516, 0.775)
H (-1.835, 5.919, 0.376)
H (-2.928, 6.652, -1.765)
H (-4.256, 5.553, -1.243)
C (-0.353, 1.774, 1.582)
C (-0.302, 0.608, 0.560)
O (1.031, 0.499, -0.061)
C (1.260, -0.627, -0.728)
O (0.698, -1.669, -0.679)
C (2.615, -0.474, -1.492)
F (3.618, -1.106, -0.861)
F (2.591, -1.048, -2.655)
F (2.975, 0.801, -1.594)
H (0.254, 1.558, 2.466)
H (-1.410, 1.676, 1.799)
H (-0.076, 2.795, 1.325)
H (-1.105, 0.806, -0.210)
H (-0.602, -0.281, 1.085)
C (3.446, -3.282, 3.245)
C (2.842, -2.620, 2.102)
O (2.613, -3.576, 0.944)
C (3.704, -3.934, 0.278)
O (4.825, -3.696, 0.433)
C (3.266, -4.662, -0.998)
F (2.285, -5.570, -0.871)
F (2.827, -3.759, -1.925)
F (4.340, -5.300, -1.518)
H (2.830, -4.122, 3.640)
H (3.603, -2.586, 4.072)
H (4.445, -3.747, 3.079)
H (3.427, -1.775, 1.705)
H (1.824, -2.232, 2.264)

Atomic forces in eV per Å
O -0.38 0.32 0.10
N 0.83 -0.34 -0.34
O -0.08 0.02 0.54
C -0.52 -1.18 0.57
C 0.39 0.64 0.55
C -0.03 0.41 -1.11
C -0.02 -1.35 -0.16
C 0.65 -0.56 -0.54
C -0.85 2.08 0.84
H 0.01 -0.36 -0.81
H -0.03 -0.03 0.74
H -0.12 0.67 0.40
H -0.06 -0.05 -0.33
H 0.21 -0.30 -0.36
O -0.20 2.53 -0.27
N 1.83 -1.29 1.37
O -1.40 -1.49 -0.77
C -1.10 1.54 -0.75
C -1.08 0.52 -0.82
C 1.12 -0.30 0.19
C -1.78 -1.25 -0.25
C 1.42 -0.31 0.07
C 0.04 -1.11 0.11
H 0.08 -0.71 0.59
H 0.13 0.96 -0.05
H 0.61 -0.32 0.34
H -0.37 0.71 0.22
H 0.45 0.51 0.10
O -0.60 -0.03 -0.18
N 1.70 0.13 -0.08
O -1.02 -1.09 0.06
C 0.31 -0.45 0.61
C 0.00 0.37 -0.70
C 0.09 0.25 0.32
C -1.48 -0.72 0.82
C 2.70 0.34 0.07
C -0.17 0.85 0.37
H -0.55 0.19 -0.32
H -0.12 -0.19 -0.60
H 0.19 0.32 -0.35
H -0.56 0.11 -0.32
H -0.02 -0.27 -0.10
O -0.73 -0.70 -0.08
N 2.05 0.43 0.06
O -1.35 0.04 -0.31
C -0.96 0.34 -0.25
C 1.44 -0.47 1.45
C -0.17 0.56 -0.90
C 0.29 0.80 0.37
C 0.22 1.21 0.71
C -1.11 -1.12 -1.32
H -0.40 -0.52 -0.30
H 0.83 -0.34 0.73
H -0.07 -0.67 -0.17
H 0.28 0.30 -0.19
H -0.23 0.23 0.02
O 0.34 0.00 0.21
N 0.46 0.75 -0.87
O -0.87 -0.02 0.24
C -0.55 -1.11 0.23
C -0.01 -1.10 0.72
C -0.49 -0.78 -0.16
C 0.97 1.30 -0.14
C 1.48 0.33 -0.26
C 1.02 0.29 -0.30
H 0.23 0.42 0.32
H -0.48 -0.04 0.00
H -0.04 -0.07 -0.22
H -0.52 0.11 0.00
H -1.59 0.03 0.43
O -1.27 1.08 0.84
N 1.43 -1.62 -1.34
O -0.11 0.19 0.15
C 0.62 0.50 0.03
C -0.43 -0.96 0.41
C 0.65 0.46 0.14
C -0.76 -0.31 -0.46
C 1.40 -0.23 0.84
C -0.41 0.19 0.33
H 0.03 0.28 -0.63
H -0.32 0.18 0.50
H 0.17 0.04 -0.02
H -0.23 0.11 -0.44
H -0.57 0.07 -0.34
O 0.09 -0.43 -0.14
N 1.36 1.30 1.34
O -0.61 -0.28 -0.51
C -1.50 -0.68 -0.58
C -0.06 -0.43 -0.07
C 0.62 0.90 0.11
C -1.00 0.43 -0.43
C 0.68 0.68 -0.02
C 1.25 -0.66 0.26
H -0.53 0.25 -0.44
H -0.23 -0.29 -0.03
H 0.46 -0.21 -0.12
H -0.83 -0.10 0.23
H 0.29 -0.50 0.56
O -0.79 2.23 -0.90
N 0.23 -3.21 -0.36
O 0.08 0.74 -0.35
C -0.04 1.71 2.48
C 0.41 -1.00 0.44
C -0.28 -0.10 -1.35
C 1.29 -1.12 1.01
C -0.50 -0.05 -0.53
C 0.29 0.00 -0.07
H -0.54 0.76 -0.60
H -0.24 0.94 0.81
H -0.05 -0.51 -0.64
H -0.32 0.40 0.04
H 0.43 -0.83 0.03
C -0.10 -1.28 -1.14
C 0.75 0.67 -0.21
O 0.62 0.31 -0.14
C 1.85 0.21 0.37
O -2.56 -3.45 0.36
C -1.21 3.69 1.47
F 0.58 -0.10 0.09
F 1.31 -0.84 -0.99
F -0.35 -0.01 -0.39
H 0.21 -0.03 -0.17
H -0.34 -0.18 0.34
H -0.24 0.44 0.37
H -0.43 0.05 0.27
H -0.36 0.27 0.00
C 1.06 1.52 1.11
C -0.09 0.67 -2.51
O -0.08 -0.01 1.31
C -1.31 0.58 -1.83
O 0.95 -1.53 0.70
C 0.11 0.36 1.43
F 0.49 0.30 -0.07
F -0.21 0.49 -1.16
F -0.42 0.48 0.38
H -0.44 -1.95 0.88
H 0.15 0.28 -0.15
H 0.48 0.24 0.43
H -0.28 -0.71 0.68
H -0.38 -0.21 -0.81
C 0.23 -1.43 -0.24
C -0.16 2.00 -0.42
O -1.51 -0.34 -0.05
C 1.58 0.79 0.51
O -0.87 -0.50 -0.16
C 0.25 -0.12 0.81
F 0.08 -0.08 1.17
F -0.71 -0.11 -1.77
F -0.06 0.33 -0.36
H -0.35 -0.25 -0.18
H -0.29 0.68 0.65
H -0.25 -0.17 -0.88
H 1.22 -0.30 0.33
H 0.36 -0.66 0.09
C 1.00 -1.98 1.95
C -0.84 0.62 -2.53
O 0.71 0.77 1.30
C -3.86 -0.49 -1.10
O 3.43 1.02 1.22
C 0.02 -0.69 -1.76
F 0.40 0.33 0.30
F 0.47 -0.49 0.73
F -0.68 0.38 0.19
H 0.12 0.64 -0.30
H -0.17 0.15 -0.08
H -0.63 0.56 -0.35
H -0.02 -0.47 0.14
H 0.34 -0.30 0.16